[1]
The following is a quantum chemistry calculation of 2 unconnected molecules or ions with the total composition C3H5NO2, from OMol25.

Last column: Löwdin charge in e.
Geometry (Å):
O: -0.1745 0.1495 -3.3168  0.134
O: -0.1885 -1.3329 0.7838  0.025
N: -1.4722 -0.6890 -1.5187  0.193
C: 0.4403 -0.3303 0.5333  -0.336
C: 0.8291 0.6880 1.5670  -0.049
C: -0.8709 -0.1902 -2.4309  -0.408
H: -2.0402 -0.3575 -0.7652  0.094
H: 0.1675 0.5798 2.4285  0.082
H: 0.8198 1.7140 1.1801  0.079
H: 0.7584 -0.0975 -0.4948  0.100
H: 1.8523 0.4337 1.8657  0.087

Results
SMILES: N=C=O.CC=O


[2]
The following is a quantum chemistry calculation of a gas-phase ion, C5H15N2 (charge +1) in a non-equilibrium geometry, from OMol25.

Last column: Löwdin charge in e.
Geometry (Å):
N: -1.4208 0.6840 -1.7051  0.198
N: 0.5113 -0.3028 0.2062  -0.242
C: 0.4460 1.0857 -0.2136  -0.196
C: -0.0031 1.1265 -1.6542  -0.136
C: 0.3058 -0.4805 1.6587  -0.243
C: 1.6701 -1.0355 -0.2889  -0.070
C: -1.1061 -0.9122 1.9978  -0.082
H: -0.2992 1.5768 0.4111  0.128
H: 0.5819 0.4623 -2.2736  0.120
H: 2.0301 -0.6947 -1.2564  0.080
H: 1.3556 1.6814 -0.0777  0.141
H: -1.5166 -0.1403 -1.0982  0.158
H: 0.1355 2.0964 -2.1313  0.141
H: -1.7693 -0.0431 2.1161  0.072
H: 0.6084 0.4188 2.1918  0.120
H: 2.5367 -0.9698 0.3586  0.089
H: -1.6762 0.3282 -2.6382  0.182
H: -1.5675 -1.5403 1.2378  0.068
H: -2.0989 1.4064 -1.4695  0.176
H: -1.1612 -1.4571 2.9422  0.081
H: 1.0315 -1.1970 2.0402  0.115
H: 1.4061 -2.0932 -0.3537  0.099

Results
Charge: +1
SMILES: CCN(C)CC[NH3+]


[3]
The following is a quantum chemistry calculation of 6 unconnected molecules or ions with the total composition CH13O5S in a non-equilibrium geometry, from OMol25.

Last column: Löwdin charge in e.
Geometry (Å):
S: -0.5525 -1.1155 0.5494  0.313
O: 2.7466 0.1349 0.9519  -0.108
O: -2.7462 1.2131 0.7653  -0.149
O: 1.3249 3.2584 -0.9582  -0.090
O: -1.3217 -1.6777 -3.1489  -0.087
O: 0.7988 0.5111 -1.9094  -0.118
C: -0.3660 -1.6596 2.3074  -0.606
H: -0.5584 -0.8166 2.9632  -0.006
H: 1.7872 2.5162 -0.5415  0.015
H: 0.5808 -2.1917 2.4256  -0.009
H: 1.4669 -0.1814 -2.0431  0.050
H: 0.2759 0.1733 -1.1630  -0.108
H: 0.6783 2.7617 -1.4712  0.003
H: 1.8158 -0.1634 1.1212  -0.027
H: -1.7556 -2.3947 -2.6768  0.024
H: -2.3088 1.9001 0.2627  0.000
H: -2.0743 0.5019 0.8681  -0.115
H: -1.5554 -0.9055 -2.6220  0.014
H: 2.9103 0.5346 1.8132  0.018
H: -1.1464 -2.3991 2.5059  -0.015

Results
Charge: -1


[4]
The following is a quantum chemistry calculation of a single C6H10ClN molecule in a non-equilibrium geometry, from OMol25.

Last column: Löwdin charge in e.
Geometry (Å):
Cl: -1.3780 -1.3832 2.1574  0.484
N: -0.0661 -0.4661 -1.6920  0.043
C: 1.2697 1.3217 0.4856  -0.111
C: 0.1146 2.0804 0.3716  -0.058
C: 1.1363 -0.0519 0.1523  -0.232
C: -0.8742 1.0989 -0.0740  -0.194
C: -0.2664 -0.2812 -0.2886  -0.628
C: -0.6489 -1.5909 0.4691  -0.490
H: -1.3007 1.2585 -1.0635  0.112
H: -0.1732 3.0218 1.1805  0.179
H: 1.4852 -0.5903 0.9891  0.104
H: -0.9409 -0.5764 -2.1293  0.057
H: 0.0603 -2.5898 0.5559  0.134
H: 0.7230 -1.2724 -1.8933  0.165
H: 2.2158 1.6956 0.9308  0.114
H: 1.8010 -0.3260 -0.7758  0.149
H: -1.5344 -2.1657 -0.0585  0.084
H: -1.6230 0.8169 0.6825  0.090

Results
SMILES: NC1(CCl)CC=CC1


[5]
The following is a quantum chemistry calculation of 2 unconnected molecules or ions with the total composition C4H8O2S in a non-equilibrium geometry, from OMol25.

Last column: Löwdin charge in e.
Geometry (Å):
S: -2.1666 1.4725 0.8284  0.736
O: -3.5636 1.6932 1.1807  -0.602
O: 0.5368 0.3753 -1.7544  0.096
C: -1.7538 0.0019 0.4213  -0.357
C: 0.6000 -0.1330 -0.5169  -0.311
C: 1.0699 0.8982 0.5532  -0.028
C: 0.7552 -1.5962 -0.4973  -0.036
H: 0.2019 0.9877 1.1675  -0.008
H: -2.1745 -0.9546 0.7109  -0.007
H: 0.5565 -2.1557 0.5207  0.149
H: 1.9205 0.4696 1.0821  0.088
H: 0.7793 1.2624 -1.8735  0.094
H: 1.4007 1.7991 0.0536  0.082
H: 1.6565 -2.0041 -0.7381  0.056
H: 0.1812 -2.1162 -1.1382  0.049


[6]
The following is a quantum chemistry calculation of a single C17H24ClNO2 molecule, from OMol25.

Last column: Löwdin charge in e.
Geometry (Å):
Cl: 1.3117 5.5822 2.0084  0.726
O: -0.8048 0.1038 -1.6467  0.043
O: 2.2439 -0.1857 1.4435  -0.078
N: -1.8332 -1.7544 -0.9274  -0.062
C: -0.7332 -0.9881 -1.1102  -0.446
C: 2.9995 1.9843 2.1005  0.032
C: -3.0969 -1.3394 -1.5053  -0.146
C: -3.5237 -2.3207 -2.5959  -0.173
C: -2.2730 -4.1096 -1.3813  -0.175
C: 0.5786 -1.5362 -0.5639  -0.100
C: 2.7932 -0.6126 0.2076  -0.194
C: 1.7647 -0.6387 -0.9242  -0.158
C: 2.7957 3.3463 2.2600  -0.288
C: -1.8988 -3.0654 -0.3260  -0.158
C: 0.5887 3.0971 1.2510  -0.277
C: 2.0188 1.1764 1.5403  -0.260
C: -3.6051 -3.7348 -2.0262  -0.208
C: 0.8186 1.7346 1.1239  0.040
C: 1.5857 3.8795 1.8248  -0.558
C: -0.6959 3.7000 0.7786  -0.068
C: 3.8433 4.2194 2.8762  -0.078
H: -2.3369 -5.0938 -0.9149  0.111
H: -1.4934 -4.1422 -2.1453  0.116
H: -0.4982 4.5392 0.1135  0.072
H: 3.6401 0.0287 -0.0718  0.128
H: -1.2715 4.0772 1.6238  0.082
H: 0.0535 1.1106 0.6905  0.114
H: -3.8537 -4.4457 -2.8160  0.108
H: 3.4484 4.7135 3.7631  0.076
H: 0.7432 -2.5485 -0.9342  0.120
H: 4.1484 4.9963 2.1762  0.076
H: -1.2881 2.9610 0.2465  0.078
H: -0.9558 -3.3216 0.1519  0.110
H: 1.3988 0.3731 -1.1098  0.101
H: 4.7149 3.6349 3.1572  0.076
H: 2.2514 -0.9865 -1.8358  0.121
H: -4.4893 -2.0165 -3.0014  0.111
H: -2.6762 -3.0443 0.4488  0.130
H: 0.4953 -1.5726 0.5267  0.125
H: -4.3961 -3.7788 -1.2734  0.112
H: 3.9268 1.5355 2.4240  0.126
H: -2.9602 -0.3372 -1.9139  0.118
H: -2.7901 -2.2926 -3.4040  0.119
H: -3.8545 -1.3052 -0.7137  0.129
H: 3.1654 -1.6225 0.4045  0.127

Results
SMILES: Cc1cc(OCCCC(=O)N2CCCCC2)cc(C)c1Cl


[7]
The following is a quantum chemistry calculation of 8 unconnected molecules or ions with the total composition C10H14Cl22N in a non-equilibrium geometry, from OMol25.

Last column: Löwdin charge in e.
Geometry (Å):
Cl: 2.8992 8.4140 -2.9504  0.508
Cl: -6.8728 -2.5762 -3.0039  0.508
Cl: -3.9948 1.4891 2.2344  0.496
Cl: 4.9595 -7.4532 0.7211  0.467
Cl: 3.0946 -0.3793 -3.5378  0.535
Cl: 1.4597 2.0277 -3.4066  0.482
Cl: -4.2648 -3.8009 -3.4308  0.521
Cl: -4.9001 0.4989 5.3495  0.499
Cl: 4.0932 -5.7697 -1.4922  0.474
Cl: 6.4706 -5.0601 0.0334  0.479
Cl: -3.8179 -1.3565 1.6390  0.518
Cl: -1.3040 1.2698 -1.6309  0.500
Cl: -4.9542 3.4096 5.4388  0.505
Cl: -0.9371 3.9906 -2.6034  0.471
Cl: 0.0258 -0.4744 0.8615  0.438
Cl: -3.2022 1.9299 7.2344  0.516
Cl: 0.5093 6.7522 -2.8474  0.492
Cl: 3.1172 5.5276 -3.2744  0.508
Cl: -2.6358 2.1358 -4.0723  0.515
Cl: -4.4745 0.5357 -0.4757  0.485
Cl: 4.3588 2.2442 -3.5854  0.499
Cl: -4.4829 -0.9145 -3.1069  0.466
N: 4.5277 -2.5032 1.3517  -0.230
C: -4.7594 1.9268 6.3890  -1.536
C: 2.9361 1.3043 -4.0671  -1.524
C: 3.3147 -1.9357 2.0598  -0.494
C: 0.7003 -1.5863 2.1819  -0.559
C: -5.1433 -2.4876 -2.6288  -1.528
C: -2.0664 2.6319 -2.4694  -1.508
C: -3.5529 0.2809 1.0159  -1.528
C: 4.8599 -5.7950 0.1050  -1.551
C: 2.2388 6.8409 -2.4724  -1.524
C: 1.8829 -2.5181 1.4544  -0.281
H: 5.3105 -1.7842 1.3582  -0.087
H: -2.9293 2.9578 -1.8831  0.009
H: 1.1893 -1.0180 3.1007  0.086
H: -5.0190 -2.5994 -1.5487  0.008
H: 1.6591 -3.6309 1.7763  0.094
H: 4.2442 -5.2088 0.7918  -0.015
H: -2.4901 0.3946 0.7878  -0.080
H: 1.8404 -2.4768 0.2847  0.085
H: 3.2919 -0.7512 1.9351  0.084
H: -5.5566 1.8891 7.1357  0.015
H: 2.3631 6.7290 -1.3923  0.022
H: -0.1660 -2.2939 2.5654  0.072
H: 2.8679 1.3174 -5.1578  0.015
H: 3.3095 -2.1241 3.2321  0.069

Results
Charge: -1


| no. | electronic energy (eV) |
| --- | --- |
| 1 | -8776.441 |
| 2 | -8401.621 |
| 3 | -22322.601 |
| 4 | -20393.108 |
| 5 | -19202.620 |
| 6 | -36126.994 |
| 7 | -287578.025 |